1.
A cluster of 2 separate species, C4H13N2O in total. Source: the OMol25 dataset; level of theory: ωB97M-V/def2-TZVPD.

Element x y z (Å)
C (1.79277, -0.10715, 1.90067)
C (0.68654, 0.65277, 1.20617)
C (1.02076, 1.12643, -0.22032)
N (-0.89914, -0.59645, -1.51303)
C (0.39679, -0.87748, -1.55688)
N (1.29184, -0.05473, -1.08531)
H (2.13956, -1.00414, 1.39095)
H (1.55636, -0.34630, 2.94204)
H (2.70249, 0.46394, 2.15003)
H (-0.17131, -0.02161, 1.14266)
H (0.31014, 1.50099, 1.76643)
H (0.19989, 1.68664, -0.66367)
H (1.91338, 1.73044, -0.23659)
H (-1.51331, -1.27286, -1.95140)
H (-1.39692, -0.27835, -0.68315)
H (0.75414, -1.81009, -1.97599)
H (2.22501, -0.45139, -0.98250)
H (-3.62406, -0.61937, 1.43593)
H (-3.61778, 0.78437, 0.88000)
O (-3.51719, -0.11698, 0.61958)

Forces on the atoms, in the same order (eV/Å):
C 1.23 0.53 1.31
C -0.30 -0.26 -0.54
C -0.31 -0.77 0.12
N -0.91 -1.28 -0.06
C -0.12 0.85 0.65
N 0.56 -0.41 0.78
H -0.28 -0.14 -0.02
H -0.68 -0.51 -0.33
H -0.18 0.35 -0.86
H -0.14 -0.01 -0.04
H 0.26 0.23 0.23
H 0.00 0.01 -0.05
H 0.25 0.22 -0.06
H 0.24 -0.04 -0.25
H 0.43 0.80 0.02
H -0.10 0.15 -0.47
H -0.20 0.27 -0.33
H -0.07 -0.03 -0.10
H -0.25 1.05 0.25
O 0.58 -1.02 -0.27

The energy above the lowest of the compared OMol25 structures with the same formula, charge and spin is 108.14 kJ/mol. Its HOMO energy is -15.14 eV. The total charge is +1. The calculated total energy is -344.725657 hartree. The frontier orbital gap is 11.49 eV. As for the LUMO energy: -3.64 eV.

Results of the Löwdin charge analysis, in e, for atoms 1 through 8: atom 1 (C): -0.103, atom 2 (C): -0.230, atom 3 (C): -0.126, atom 4 (N): 0.187, atom 5 (C): -0.123, atom 6 (N): 0.075, atom 7 (H): 0.070, atom 8 (H): 0.085

---

2.
A cluster of 2 separate species, C4H13N2O in total. Source: the OMol25 dataset; level of theory: ωB97M-V/def2-TZVPD.

Element x y z (Å)
C (-0.50125, -1.87057, 1.29190)
C (0.65242, -1.24402, 0.46450)
C (0.14749, -0.27177, -0.54261)
C (0.56810, -0.11347, -1.83914)
N (-0.02084, 0.86100, -2.68343)
N (-0.84836, 0.73014, -0.12351)
H (-1.28819, -2.31305, 0.62953)
H (-0.94702, -1.15194, 1.97990)
H (-0.07184, -2.71309, 1.89786)
H (1.38312, -0.77102, 1.17827)
H (1.14113, -2.08474, -0.11977)
H (1.36018, -0.78955, -2.23890)
H (0.70284, 1.40637, -3.10189)
H (-0.65146, 0.45741, -3.36120)
H (-1.73518, 0.25062, 0.19172)
H (-0.49254, 1.31504, 0.71455)
H (-1.04873, 1.32075, -1.00043)
H (1.29603, 2.25534, 1.94991)
H (0.01985, 2.62512, 2.72241)
O (0.33423, 2.10144, 1.99032)

Forces on the atoms, in the same order (eV/Å):
C 0.40 -1.06 -0.19
C 0.10 -0.97 0.17
C 1.08 0.97 -2.51
C -0.17 -1.44 1.88
N -0.35 -0.08 1.01
N -1.10 0.19 0.50
H 0.59 0.40 0.52
H -0.06 -0.05 0.03
H -0.54 0.83 -0.46
H -0.52 -0.44 -0.81
H -0.23 1.14 0.80
H -0.66 0.54 0.43
H 0.15 0.42 -0.70
H 0.17 0.04 -0.32
H 1.03 0.69 -0.44
H -0.31 -0.49 -1.03
H 0.42 -0.67 1.14
H -0.54 -0.07 0.03
H -0.25 0.29 0.41
O 0.80 -0.24 -0.45

The energy above the lowest of the compared OMol25 structures with the same formula, charge and spin is 144.66 kJ/mol. Its HOMO energy is -13.66 eV. The total charge is +1. The calculated total energy is -344.711750 hartree. The frontier orbital gap is 10.68 eV. As for the LUMO energy: -2.97 eV.

Results of the Löwdin charge analysis, in e, for atoms 1 through 8: atom 1 (C): -0.100, atom 2 (C): -0.202, atom 3 (C): -0.263, atom 4 (C): -0.105, atom 5 (N): 0.026, atom 6 (N): 0.179, atom 7 (H): 0.095, atom 8 (H): 0.064